[1]
C26H33CeNOP2 as an isolated structure at a distorted geometry. Source: the Open Molecules 2025 dataset; level of theory: the ωB97M-V functional and the def2-TZVPD basis.

Geometry as XYZ:
```
64
Properties=species:S:1:pos:R:3:mulliken_charge:R:1
C -0.76322 -4.75698 0.00160 -0.79
C -0.64446 -3.54397 -0.57010 0.34
C -1.73129 -2.68094 -0.51152 0.84
C -2.85219 -2.90457 0.29529 0.30
C -2.96572 -4.23287 0.87808 -1.25
C -1.90125 -5.11422 0.74485 -0.68
C -3.62606 -1.64511 0.62592 0.20
C -3.86317 -0.84217 -0.60098 0.82
C -2.72027 -0.62567 -1.38161 0.42
C -2.68049 0.46009 -2.25286 -0.51
C -3.79967 1.23913 -2.43434 -0.49
C -4.97305 0.96142 -1.72316 -0.67
C -5.04182 -0.06471 -0.83965 -1.36
H -0.00331 -5.54201 -0.02759 0.43
H -3.87625 -4.41428 1.48234 0.44
H -2.03444 -6.08915 1.25297 0.40
H -4.62793 -2.02236 1.05426 0.76
H -3.72146 2.06720 -3.16275 0.46
H -5.79567 1.60580 -1.92109 0.47
H -5.93779 -0.23246 -0.26415 0.47
N -1.59237 -1.33896 -0.86937 0.27
Ce -0.64824 -0.22897 0.54670 0.53
C 0.58570 -3.23210 -1.26644 -1.52
H 0.48149 -2.74670 -2.23952 0.47
H 1.35773 -4.00144 -1.32271 0.60
C -1.30432 0.81362 -2.85729 -1.33
H -0.80961 -0.09371 -3.30595 0.40
H -1.43051 1.57346 -3.64755 0.66
P 1.59797 -1.77800 -0.32030 0.73
P -0.10716 1.48687 -1.62029 1.06
C -0.60340 3.27459 -1.66380 -1.51
H 0.06817 3.83785 -0.98832 0.34
H -0.49186 3.62965 -2.71685 0.50
H -1.64787 3.37928 -1.32528 0.44
C 1.42588 1.57061 -2.64703 -1.20
H 1.20697 2.19826 -3.53481 0.47
H 2.23027 2.02497 -2.03288 0.34
H 1.71513 0.55095 -2.94377 0.24
C 2.20870 -2.79646 1.11636 -1.22
H 2.86143 -3.59958 0.72543 0.44
H 2.79040 -2.09819 1.76366 0.36
H 1.35793 -3.21804 1.69132 0.36
C 3.09293 -1.66830 -1.35113 -1.23
H 3.77058 -0.96061 -0.81670 0.36
H 3.55145 -2.65634 -1.42826 0.47
H 2.82517 -1.26257 -2.32915 0.38
C -1.26519 2.22512 1.20272 0.34
O -1.44535 3.25447 1.56131 -0.13
H -2.81883 -0.93188 1.35655 -0.33
C 2.22188 4.00907 2.87311 -1.51
C 2.82805 2.63124 2.61848 1.74
C 4.18515 2.80780 1.85332 -1.40
C 3.10047 1.92345 3.93197 -1.53
C 1.93679 1.81759 1.72973 0.40
C 1.21399 1.13820 1.07188 -0.86
H 2.87657 4.62237 3.49807 0.43
H 1.24315 3.89876 3.35256 0.35
H 2.04739 4.54384 1.91319 0.29
H 4.88904 3.42812 2.45573 0.40
H 4.61969 1.83477 1.65068 0.35
H 3.99355 3.31676 0.88268 0.34
H 2.14002 1.76908 4.46809 0.33
H 3.52542 0.92903 3.75750 0.33
H 3.77513 2.49993 4.56088 0.42
```

Calculated values
**Calculated total energy**: -62523.39503 eV
**HOMO (alpha / beta)**: -14.57 / -14.56 eV
**Energy relative to the best compared isomer or geometry (same formula, charge and spin)**: 0.000 eV
**LUMO energy (alpha / beta)**: -7.28 / -7.23 eV
**Charge**: +2
**Gap between HOMO and LUMO (alpha / beta)**: 7.289 / 7.329 eV


[2]
A 2-piece molecular cluster, C5H13N overall at a distorted geometry. Source: the Open Molecules 2025 dataset; level of theory: the ωB97M-V functional and the def2-TZVPD basis.

Geometry as XYZ:
```
19
Properties=species:S:1:pos:R:3:nbo_charge:R:1
C 1.62143 -1.99861 0.04882 -0.66
C 1.68767 -0.71546 -0.70774 -0.15
C 1.17485 -0.52792 -2.00041 -0.42
H 2.43096 -1.81327 0.78274 0.22
H 0.67679 -2.21204 0.52593 0.22
H 1.86505 -2.78915 -0.60201 0.22
H 1.86042 0.15953 -0.00139 0.20
H 1.28893 0.33726 -2.57244 0.20
H 0.81345 -1.43761 -2.57104 0.19
C -0.49220 1.68696 0.43348 -0.64
C -1.92149 1.38730 0.92650 -0.23
N -2.31388 -0.07498 1.13845 -0.81
H -0.27330 1.05218 -0.47149 0.22
H -0.29750 2.76851 0.11418 0.21
H 0.24547 1.54611 1.28913 0.20
H -2.09211 1.86563 1.88832 0.19
H -2.50873 1.78119 0.12313 0.18
H -2.27034 -0.38590 0.19243 0.34
H -1.49547 -0.62971 1.46342 0.34
```

Calculated values
**Calculated total energy**: -6883.89094 eV
**HOMO**: -9.44 eV
**Energy relative to the best compared isomer or geometry (same formula, charge and spin)**: 2.306 eV
**LUMO energy**: 0.95 eV
**Charge**: 0
**SMILES**: C=CC.CCN
**Gap between HOMO and LUMO**: 10.386 eV


[3]
A 2-piece molecular cluster, H4N3O overall at a distorted geometry. Source: the Open Molecules 2025 dataset; level of theory: the ωB97M-V functional and the def2-TZVPD basis.

Geometry as XYZ:
```
8
Properties=species:S:1:pos:R:3:nbo_charge:R:1
N -1.10275 0.72091 0.00191 -0.57
N -1.16703 -0.48501 -0.38162 -0.47
N 1.66166 -0.65604 0.11292 -0.49
O 1.59718 0.71830 -0.21669 -0.66
H 0.63803 0.86848 -0.18580 0.45
H -1.39316 1.01756 1.00942 0.26
H -1.50544 -1.13500 0.47700 0.23
H 1.27152 -1.04920 -0.81713 0.26
```

Calculated values
**Calculated total energy**: -6577.71387 eV
**HOMO (alpha / beta)**: -0.82 / -3.04 eV
**Energy relative to the best compared isomer or geometry (same formula, charge and spin)**: 3.854 eV
**LUMO energy (alpha / beta)**: 5.14 / 5.40 eV
**Charge**: -1
**Gap between HOMO and LUMO (alpha / beta)**: 5.962 / 8.448 eV


[4]
One molecule with the formula C20H27N5O4 at a nearly force-free geometry. Source: the Open Molecules 2025 dataset; level of theory: the ωB97M-V functional and the def2-TZVPD basis.

Geometry as XYZ:
```
56
Properties=species:S:1:pos:R:3:nbo_charge:R:1
C -0.26715 4.98754 -1.35590 -0.64
C -0.69239 3.72348 -0.68023 0.26
C 0.17845 2.73054 -0.39236 -0.37
C -0.27581 1.51947 0.26410 0.41
N 0.33182 0.46338 0.63457 -0.52
C 1.75511 0.31382 0.41966 -0.06
C 2.45622 0.12864 1.76441 -0.40
C 3.94839 -0.13840 1.59241 -0.41
C 4.21266 -1.33865 0.69349 0.28
C 3.50881 -1.13888 -0.65167 -0.45
C 2.01465 -0.89894 -0.47305 -0.39
C 5.71350 -1.54687 0.51304 -0.25
N 5.99209 -2.81925 -0.13954 -0.43
C 6.44795 -2.82024 -1.42385 0.68
O 6.59392 -1.79280 -2.06881 -0.62
C 6.81974 -4.11901 -2.04142 -0.28
C 7.50426 -5.17510 -1.54716 0.18
O 7.74120 -6.07123 -2.50161 -0.28
N 7.19585 -5.60639 -3.69393 -0.13
C 6.66566 -4.44881 -3.42706 0.19
C 6.00145 -3.65088 -4.49404 -0.65
C 5.41598 -3.95227 0.56914 -0.25
C 3.92774 -3.71416 0.78614 -0.07
O 3.68058 -2.47072 1.40594 -0.55
N -1.65436 1.56057 0.52041 -0.56
C -2.45701 2.60172 0.19717 0.47
C -3.90405 2.41163 0.57866 -0.11
O -4.65960 3.52945 0.19598 -0.68
N -2.04607 3.67194 -0.38335 -0.51
H 0.79919 4.99255 -1.57291 0.21
H -0.82675 5.11061 -2.28404 0.23
H -0.51247 5.84029 -0.72155 0.23
H 1.21956 2.83724 -0.65259 0.22
H 2.20669 1.18677 -0.07426 0.16
H 2.30192 1.01753 2.38037 0.21
H 1.98554 -0.70946 2.28223 0.22
H 4.43918 0.73365 1.14721 0.20
H 4.41794 -0.31715 2.56271 0.22
H 3.97474 -0.27693 -1.13893 0.22
H 3.69172 -1.98425 -1.31788 0.21
H 1.53957 -1.76903 -0.01197 0.21
H 1.53659 -0.74579 -1.44329 0.21
H 6.14726 -0.75023 -0.08572 0.25
H 6.18617 -1.55987 1.50048 0.20
H 7.89673 -5.40699 -0.57033 0.21
H 6.51001 -2.69624 -4.61490 0.25
H 6.01811 -4.20410 -5.43020 0.23
H 4.96802 -3.43433 -4.22169 0.23
H 5.55432 -4.86762 0.00123 0.22
H 5.91696 -4.05825 1.53664 0.20
H 3.40186 -3.78648 -0.17358 0.17
H 3.52111 -4.47574 1.45192 0.20
H -2.02501 0.73951 0.97707 0.42
H -4.25849 1.49387 0.09115 0.18
H -3.94220 2.24574 1.66337 0.18
H -5.57249 3.37919 0.45710 0.47
```

Calculated values
**Calculated total energy**: -36818.08433 eV
**HOMO**: -8.10 eV
**Energy relative to the best compared isomer or geometry (same formula, charge and spin)**: 1.215 eV
**LUMO energy**: 0.58 eV
**Charge**: 0
**SMILES**: Cc1c/c(=N\[C@H]2CC[C@@]3(CC2)CN(C(=O)c2conc2C)CCO3)[nH]c(CO)n1
**Gap between HOMO and LUMO**: 8.676 eV


[5]
A 3-piece molecular cluster, C4H11NO3 overall. Source: the Open Molecules 2025 dataset; level of theory: the ωB97M-V functional and the def2-TZVPD basis.

Geometry as XYZ:
```
19
Properties=species:S:1:pos:R:3:nbo_charge:R:1
C -0.34051 1.52148 0.35602 0.47
C -1.76892 1.85840 0.12226 -0.75
C -0.88014 -1.21185 -0.96493 0.52
N -1.59952 -1.44530 0.14496 -0.82
O 0.09924 0.94190 1.31403 -0.57
O -1.25013 -0.53886 -1.89695 -0.63
H 1.36205 -0.49456 1.19079 0.49
H 0.33013 1.85258 -0.45889 0.11
H -1.19952 -1.93632 0.92132 0.41
H -2.50757 -1.02275 0.25576 0.39
H -1.86544 2.92221 -0.07685 0.24
H -2.08556 1.33126 -0.77946 0.27
H -2.38722 1.57948 0.97207 0.22
C 2.83751 -0.69339 -0.05930 -0.25
O 1.82194 -1.22837 0.75134 -0.76
H 0.09506 -1.72412 -0.94692 0.14
H 3.30959 -1.53340 -0.57143 0.18
H 2.43457 -0.00196 -0.80780 0.16
H 3.59446 -0.17641 0.53400 0.16
```

Calculated values
**Calculated total energy**: -11958.59506 eV
**HOMO**: -9.89 eV
**Energy relative to the best compared isomer or geometry (same formula, charge and spin)**: 1.514 eV
**LUMO energy**: 0.92 eV
**Charge**: 0
**SMILES**: CC=O.NC=O.CO
**Gap between HOMO and LUMO**: 10.815 eV


[6]
A 2-piece molecular cluster, C7H12O3 overall at a distorted geometry. Source: the Open Molecules 2025 dataset; level of theory: the ωB97M-V functional and the def2-TZVPD basis.

Geometry as XYZ:
```
22
Properties=species:S:1:pos:R:3:nbo_charge:R:1
C -0.01245 -1.01620 -1.98187 -0.61
C 0.50613 -1.24484 -0.56547 -0.40
C 0.73475 0.04223 0.23678 -0.15
C 1.69253 1.02473 -0.43885 -0.61
C -0.56315 0.74016 0.59663 0.45
O -1.62020 0.12295 0.71374 -0.58
C 0.75798 -1.31088 2.32921 0.76
O 0.60044 -2.31742 2.89365 -0.43
C 1.19909 -0.24243 1.66605 -0.56
H -0.95319 -0.44834 -1.97142 0.21
H 0.71832 -0.48296 -2.60462 0.20
H -0.21264 -1.98157 -2.46602 0.22
H -0.21021 -1.89229 -0.03742 0.22
H 1.45801 -1.79581 -0.58305 0.21
H 1.27799 1.38303 -1.39055 0.22
H 1.88258 1.89553 0.20346 0.21
H 2.65127 0.52555 -0.63413 0.23
H -0.47974 1.78356 0.96769 0.14
H 1.73770 0.50430 2.25305 0.27
O -3.94377 1.68513 0.57256 -0.96
H -3.14879 1.12346 0.59523 0.49
H -4.07265 1.90214 -0.35465 0.46
```

Calculated values
**Calculated total energy**: -13594.85568 eV
**HOMO**: -9.29 eV
**Energy relative to the best compared isomer or geometry (same formula, charge and spin)**: 1.218 eV
**LUMO energy**: 0.28 eV
**Charge**: 0
**SMILES**: CC[C@@](C)(C=O)C=C=O.O
**Gap between HOMO and LUMO**: 9.578 eV


- Which formula does entry 3 have?
  H4N3O


- The lowest energy relative to the best compared isomer or geometry (same formula, charge and spin) belongs to which entry?
  C26H33CeNOP2


- Which value of energy relative to the best compared isomer or geometry (same formula, charge and spin) does entry 1 give?
  0.000 eV


- The lowest charge belongs to which entry?
  H4N3O